The following is a DFT calculation (wB97M-V/def2-TZVPD) of a molecular structure, C41H108O41PbS13 at a distorted geometry.

Atoms and positions in Å:
S 0.15733 -4.38363 -1.88355
H -2.83532 4.21074 4.02358
C 1.10795 -7.44369 -3.97557
C 5.51558 0.91702 4.33160
H -1.20451 1.65764 6.04738
C -8.32268 -0.40705 2.84979
C 5.70042 -1.44714 -7.14838
O 2.92871 -1.33519 2.60339
S -2.54563 -3.49389 1.68237
H -3.39289 9.90152 0.84215
O -5.77886 1.57436 -4.83562
H -2.28640 4.34504 2.34177
H -3.05270 -0.23852 3.28776
C -0.74362 0.47450 -0.30305
O 1.09444 -3.64811 -1.06261
O -1.75632 6.00024 -2.18384
H -0.16487 5.55307 3.57048
O 4.99862 0.77284 -0.56122
C 5.71856 1.56725 -1.51182
O 1.37742 -5.83674 0.79459
H -3.92433 2.51879 0.54505
C -7.20467 0.52222 2.56414
H 5.53717 -2.14346 -7.97093
C -0.96709 0.54944 1.28790
H 4.72483 -5.97627 -0.46166
H 2.65064 1.91747 -1.19713
H -3.61383 -5.67054 1.88979
H 5.51346 0.53341 5.35186
H 2.16144 3.86044 -0.28053
H -6.51718 0.08728 1.83869
C -2.15762 4.73640 3.35091
S 3.10290 1.50573 -7.34241
C -0.60484 -3.21126 -3.06800
H 5.19015 2.51493 -1.61564
O -0.95054 -5.11818 -1.28317
H 0.51703 3.99314 -4.30108
C -4.48856 -1.84985 -1.23236
C -3.28775 -2.61912 -0.58454
H 4.47098 -3.23573 -3.50486
H 1.66138 3.52905 -7.22483
O 1.02361 -5.32270 -2.94824
H 1.76720 -5.10246 8.85993
O 0.81534 -3.29675 3.29002
C 3.55931 -3.81022 -3.66892
H -0.68446 -6.28824 -3.58466
H -0.96773 -2.21396 6.18990
H -1.06884 3.60855 -3.62439
C 0.99797 -7.12053 1.21992
C 5.24099 -2.09337 -5.81513
C -0.62928 4.58448 3.75559
S 0.19986 -3.68893 4.54724
H -5.57341 2.58323 -0.13778
H 1.02216 4.77784 0.75590
C 3.65904 -5.84026 -0.64519
S 0.53448 3.38857 5.95679
H 0.31162 -5.56833 -4.79678
H -0.74648 -2.31763 -2.46017
S -2.96781 8.73420 2.93850
H 1.74247 -7.88496 0.99752
O -2.96852 -3.29794 3.08003
C -4.12511 -0.41637 3.36783
H -3.48680 -5.20476 0.24171
O -6.53970 0.76849 3.78580
O -1.14779 -3.13194 1.28730
H 3.62942 -4.85909 -3.38074
H 5.46236 -1.42051 -4.98666
H 3.40094 -5.05063 -1.35086
H -2.55057 5.75092 3.41752
C 0.93204 -4.41365 7.01411
H 5.89631 -2.96206 -5.75166
H -0.55470 -0.04492 -4.51796
H -0.18109 1.66170 -4.72193
H 2.77111 2.08439 3.22543
H -7.47832 1.46963 2.09979
H 0.27344 -8.00407 3.19404
H -2.83106 7.01799 0.63409
O 3.61208 -6.07318 2.09007
H 1.66781 0.68490 -1.90410
H -4.48313 5.60045 -0.28992
H 6.68935 -1.00278 -7.26090
C 0.14047 4.04499 -1.03748
O 3.12660 -1.01497 -0.08111
O -6.10410 0.46604 -2.50370
C 3.11957 1.34061 2.50886
H -8.84146 -0.02892 3.73069
O 1.80692 3.53998 5.21804
H 0.10385 -7.51935 0.74075
H -3.17082 2.25141 -1.74925
H -4.40884 -1.78116 -2.31727
C -2.91127 -5.25768 1.16587
H 1.49545 2.61386 -8.76023
H 7.55955 1.75387 4.50788
H 2.28064 1.16325 1.83593
O 4.99422 -0.14969 3.56980
O -3.88594 7.46584 2.31051
H 0.16969 3.20363 -1.72985
O 3.78923 -2.32794 -5.79453
C 0.26098 0.67002 -4.62582
H 0.51354 0.94036 5.97971
H 0.06829 -2.88425 -3.86051
S 3.24116 -3.85459 -5.43498
H -3.15253 0.33600 -2.77912
C -4.09097 2.80428 -1.56014
H -2.36894 -2.05463 -0.74342
H 1.03480 0.64647 -3.85852
H 7.49516 0.14779 4.13881
O 2.75327 -0.08977 4.80251
C 2.18365 2.94474 -7.98240
H 2.58336 -3.69069 8.10969
H 7.10742 1.24952 2.88620
H 7.66249 1.23103 -0.53806
H 4.00309 1.72414 1.99856
C -4.55534 2.22670 -0.29436
H -1.71770 0.63023 -0.76675
H -0.10870 -1.23140 5.02428
H -1.85835 -0.03050 1.52760
S 2.99351 -5.34707 0.97335
O 0.61349 5.18088 -1.67323
H -1.95422 -5.77897 1.14526
H 6.69147 2.51675 0.15378
H -7.99810 -1.41744 3.09848
H 0.45967 0.57572 -6.87866
S -5.29828 1.25462 -3.48164
C 1.16409 3.87696 0.15893
H -1.64522 -1.99999 4.54100
H -8.98356 -0.51078 1.98921
H 0.35983 -5.31599 6.79856
H -3.82617 -0.34421 -4.40544
H -3.25075 -3.61918 -1.01655
O -0.71537 4.29246 5.18585
C -4.71993 5.94796 0.71568
H 6.00288 1.04990 -2.42812
H -4.28638 8.07792 0.51663
O 1.36141 -3.80637 5.77094
S 3.29785 -0.20823 3.45709
H 1.07792 2.97349 0.76260
H -1.47206 -3.74269 -3.45992
H 3.12572 -6.74792 -0.92774
C -3.85345 7.18724 0.97199
H -0.87152 4.11766 -0.63913
S -4.96679 1.22504 3.84812
H -4.48720 -0.80127 -0.93475
H -4.51021 5.09785 1.36485
H -0.28136 1.41987 -0.58711
S -0.45507 5.85332 -2.81628
S 3.80003 -0.29424 -1.16610
H 3.01175 1.41606 -2.83673
H -4.59204 1.13853 -0.24291
H -4.38622 -1.05795 4.20944
O 0.13837 7.01299 -3.44432
H -0.16821 1.60084 4.51840
H -1.32259 1.51664 1.64320
O -0.65753 -4.88373 4.56158
H -4.69681 10.42886 2.03111
C -3.65445 10.15397 1.86975
H 1.79420 -7.06184 3.16609
H 2.12155 -7.32882 -4.35966
H -5.44900 -2.29058 -0.96509
C 0.81365 -7.19159 2.70807
H 0.29136 -3.73231 7.57396
H 4.99188 -0.67859 -7.45727
H 1.43132 -0.59496 -6.01684
O -1.56245 8.47408 2.63011
O -4.61373 1.52059 5.26279
H 2.63990 -3.34268 -3.31649
Pb 1.15539 -2.04336 1.02139
H 1.02744 -7.81392 -2.95354
H -3.10583 1.20501 -4.32102
H -4.47000 -0.77486 2.39797
H -0.03094 3.90557 3.14800
C 0.35717 -6.13592 -3.86734
O -3.64041 -2.65742 0.77333
C 2.10807 -4.65437 7.92658
O -0.11085 -0.64431 -0.84862
O 4.32931 -1.00870 -2.36866
C -3.67413 0.49231 -3.72337
H -3.67296 3.79440 -1.37840
H 4.91209 1.80258 4.13239
O 4.17369 -4.82293 -6.08112
C 6.97409 2.03941 -0.78450
C -0.73518 -2.11716 5.12940
H 2.85630 -5.37531 7.59719
C 1.03530 0.41930 -5.96637
O 2.20503 1.29193 -5.92879
O 4.41735 1.99385 -7.07441
C -0.47450 4.39415 -4.09096
C 2.69282 1.05300 -1.85971
O -3.34683 8.90749 4.31885
H -0.92137 4.81635 -4.99105
H -3.06566 11.00695 2.20715
H 0.66260 -8.14795 -4.67826
H 0.22023 -6.33134 3.01779
O -4.90257 2.74772 -2.75930
O 2.80835 0.44997 -8.32460
O 2.93279 -3.86626 0.98504
C 6.93303 1.06146 3.94560
O -4.77083 2.23697 2.82448
C -0.20805 1.66665 5.60569
O 0.38242 3.60698 7.39423
O 0.05144 0.08964 2.10488
H 2.95908 3.52317 -8.48462
H 7.53095 2.87858 -1.20138
H -5.78225 6.18000 0.79139
O 1.81294 -3.93086 -5.61987

Calculated values
Kohn-Sham gap	0.256	Ha
spin multiplicity	1
E_tot	-10080.6255	Ha